The following is a quantum chemistry calculation of a cluster of 2 separate species, ClH3N2OS in total at a distorted geometry, from the Open Molecules 2025 dataset.

## Properties
energy above the lowest of the compared OMol25 structures with the same formula, charge and spin = 48.41 kJ/mol
HOMO = -0.36921 hartree
electronic energy = -28432.049 eV

Geometry (Å):
1 N 0.4134 -0.1821 -2.0934
2 N -1.0372 -0.4114 2.1079
3 O 0.8879 0.8884 1.1353
4 S -0.5048 0.8906 1.5547
5 Cl -1.0810 0.4089 -1.4061
6 H 1.0820 0.5858 -2.0200
7 H -0.5002 -1.2629 2.1889
8 H 0.7398 -0.9171 -1.4673

Here are the Mulliken charges for atoms 1 to 2, given in e:
1. N -0.450
2. N -0.400